Below is C31H47CuN6PS as an isolated structure, with properties calculated with ωB97M-V/def2-TZVPD.

As for the charge: -1.

Cartesian coordinates (Å):
Cu 0.17 -0.19 1.72
C 0.79 4.93 2.46
C 1.93 3.92 2.66
C 3.08 4.27 1.72
C 2.42 4.01 4.11
C 1.43 2.56 2.38
C 0.97 1.45 2.14
H 1.14 5.95 2.67
H -0.04 4.70 3.12
H 0.42 4.89 1.43
H 3.44 5.29 1.91
H 2.76 4.20 0.68
H 3.91 3.58 1.87
H 2.79 5.01 4.33
H 3.23 3.29 4.28
H 1.62 3.77 4.80
N -0.73 -1.78 1.36
P -2.01 -1.91 0.55
N -3.32 -0.82 0.71
C -4.09 -0.91 1.94
C -5.40 -0.14 1.79
C -5.15 1.31 1.42
C -4.23 1.40 0.19
C -2.97 0.58 0.42
N -1.82 -1.82 -1.13
C -0.53 -2.21 -1.68
C -0.27 -1.47 -3.00
C -0.99 -0.13 -3.00
C -2.50 -0.38 -3.01
C -2.85 -1.61 -2.14
N -2.81 -3.37 0.87
C -2.19 -4.34 1.76
C -1.98 -5.66 1.04
C -3.33 -6.26 0.58
C -4.40 -5.17 0.46
C -3.80 -3.88 -0.07
H -3.52 -0.49 2.78
H -4.28 -1.96 2.16
H -5.97 -0.21 2.72
H -6.00 -0.62 1.00
H -4.65 1.81 2.26
H -6.09 1.84 1.24
H -3.97 2.44 -0.01
H -4.76 1.01 -0.69
H -2.40 1.01 1.26
H -2.32 0.61 -0.44
H -0.49 -3.30 -1.86
H 0.22 -1.97 -0.94
H -0.62 -2.06 -3.86
H 0.81 -1.35 -3.14
H -0.70 0.49 -3.85
H -0.72 0.42 -2.09
H -2.85 -0.56 -4.03
H -3.03 0.51 -2.65
H -2.94 -2.50 -2.78
H -3.81 -1.47 -1.64
H -2.82 -4.51 2.65
H -1.25 -3.90 2.09
H -1.44 -6.36 1.68
H -1.34 -5.47 0.17
H -3.66 -7.03 1.29
H -3.20 -6.76 -0.38
H -4.85 -4.97 1.44
H -5.21 -5.50 -0.20
H -4.58 -3.13 -0.23
H -3.35 -4.08 -1.06
S 5.32 3.29 -0.70
C 4.32 1.83 -0.53
C 4.67 0.84 0.36
C 3.88 -0.30 0.42
N 2.81 -0.49 -0.34
C 2.46 0.50 -1.16
C 3.18 1.67 -1.30
C 6.47 2.81 -1.94
C 7.43 3.74 -2.32
C 8.35 3.39 -3.29
N 8.39 2.21 -3.90
C 7.45 1.34 -3.54
C 6.48 1.57 -2.58
H 5.54 0.94 1.00
H 4.12 -1.10 1.12
H 1.55 0.34 -1.73
H 2.85 2.45 -1.98
H 7.46 4.72 -1.86
H 9.11 4.11 -3.58
H 7.48 0.38 -4.04
H 5.76 0.80 -2.34

Below is C31H47LaNO3P2S as an isolated structure, with properties calculated with ωB97M-V/def2-TZVPD.

As for the charge: +1.

Cartesian coordinates (Å):
La -1.90 1.21 -0.82
C 1.40 1.46 3.90
C 1.83 1.65 2.56
C 0.27 3.26 3.04
C 0.47 2.49 4.21
C 1.12 2.75 2.03
C 1.87 0.37 4.78
H 2.84 0.62 5.22
H 1.99 -0.55 4.20
H 1.16 0.17 5.59
C -0.24 2.74 5.48
H 0.37 2.40 6.33
H -1.21 2.24 5.52
H -0.41 3.82 5.59
C -0.75 4.32 2.88
H -0.95 4.82 3.83
H -1.70 3.90 2.52
H -0.44 5.09 2.17
C 1.17 3.25 0.63
H 2.12 3.73 0.37
H 0.38 4.00 0.48
H 1.01 2.43 -0.10
C 2.90 0.89 1.87
H 3.89 1.35 2.05
H 2.74 0.86 0.79
H 2.97 -0.15 2.23
C 0.89 -3.43 0.40
C 2.10 -3.87 0.81
C 3.35 -3.17 0.45
C 3.73 -3.26 -1.07
C 3.70 -1.96 -1.78
C 2.66 -1.11 -1.81
C 1.37 -1.23 -1.01
C 0.71 -2.60 -0.88
H 4.15 -3.58 1.08
H 3.08 -4.01 -1.56
H 3.24 -2.13 0.77
H 0.95 -3.25 -1.74
H -0.03 -3.66 0.96
H 2.19 -4.74 1.43
H -0.38 -2.40 -0.89
H 1.42 -0.72 -0.02
H 2.76 -0.16 -2.35
H 0.65 -0.61 -1.60
H 4.77 -3.63 -1.05
H 4.61 -1.72 -2.32
P -0.71 -0.52 -3.61
P -0.77 2.53 -3.17
C -0.96 0.49 -5.14
C -1.44 1.89 -4.81
H -1.68 -0.04 -5.79
H 0.01 0.54 -5.69
H -1.08 2.58 -5.59
H -2.55 1.95 -4.77
C -1.20 4.24 -3.69
H -0.68 4.98 -3.08
H -2.29 4.37 -3.61
H -0.90 4.36 -4.74
C 0.97 2.67 -3.78
H 0.96 2.86 -4.86
H 1.58 1.78 -3.57
H 1.45 3.53 -3.29
C -2.34 -1.37 -3.61
H -2.71 -1.44 -2.58
H -2.23 -2.40 -3.99
H -3.06 -0.83 -4.22
C 0.40 -1.68 -4.57
H 0.23 -1.62 -5.66
H 0.26 -2.71 -4.25
H 1.46 -1.42 -4.42
O -2.64 1.15 3.38
S -2.11 -0.02 2.74
O -0.70 -0.29 2.76
N -2.47 0.14 1.08
C -2.72 -1.06 0.54
O -2.41 -1.08 -0.72
C -3.22 -2.04 1.48
C -3.89 -3.28 1.28
C -4.32 -3.99 2.40
C -4.04 -3.56 3.71
C -3.41 -2.32 3.87
C -3.00 -1.56 2.76
H -4.12 -3.66 0.28
H -4.91 -4.90 2.30
H -4.31 -4.20 4.57
H -3.25 -1.94 4.88

Below is C31H47MgN4O2SbSi2 as an isolated structure, with properties calculated with ωB97M-V/def2-TZVPD.

Cartesian coordinates (Å):
Mg -0.29 0.07 0.47
O 7.31 -1.06 -0.73
C 6.81 0.18 -0.97
O 7.55 1.04 -1.37
C 5.35 0.36 -0.81
C 4.43 -0.69 -0.60
C 3.09 -0.44 -0.48
C 2.55 0.88 -0.55
C 3.49 1.92 -0.76
C 4.84 1.65 -0.89
N 1.23 1.03 -0.40
C 0.59 2.34 -0.48
C -1.86 2.09 0.11
C -2.96 2.86 0.51
C -4.20 2.50 0.05
C -4.35 1.38 -0.77
C -3.22 0.64 -1.06
N -2.01 0.97 -0.60
H 6.62 -1.62 -0.36
H 4.75 -1.72 -0.56
H 2.40 -1.27 -0.32
H 3.16 2.94 -0.82
H 5.53 2.46 -1.05
H 1.25 3.14 -0.10
H -2.80 3.73 1.14
H -5.07 3.09 0.32
H -5.31 1.08 -1.16
H -3.28 -0.26 -1.66
C 1.40 -0.74 4.55
Si -0.19 -0.91 3.57
C 0.01 -2.47 2.53
C -1.64 -1.21 4.74
N -0.46 0.38 2.46
C -0.38 1.71 2.83
C -0.32 2.15 4.16
C -0.17 3.49 4.49
C -0.09 4.47 3.51
C -0.20 4.08 2.19
C -0.36 2.74 1.86
N -0.55 2.36 0.49
Si 0.15 2.81 -2.30
C 1.56 3.83 -2.98
C -1.42 3.84 -2.38
C -0.01 1.26 -3.34
H 1.58 -1.66 5.11
H 1.41 0.08 5.26
H 2.25 -0.60 3.87
H 0.33 -3.30 3.17
H 0.79 -2.36 1.77
H -0.92 -2.78 2.04
H -1.48 -2.09 5.36
H -2.56 -1.36 4.17
H -1.80 -0.36 5.40
H -0.37 1.43 4.97
H -0.10 3.76 5.54
H 0.04 5.51 3.78
H -0.18 4.81 1.39
H 1.80 4.68 -2.33
H 1.29 4.23 -3.96
H 2.47 3.24 -3.10
H -1.43 4.62 -1.61
H -2.33 3.26 -2.29
H -1.46 4.35 -3.35
H 0.91 0.69 -3.30
H -0.21 1.52 -4.38
H -0.82 0.62 -3.00
C -0.33 -5.49 -0.59
C 0.40 -4.17 -0.82
Sb -0.83 -2.44 -1.04
C -2.73 -3.13 -0.30
C -3.63 -3.93 -1.24
C -1.15 -2.40 -3.15
C -1.14 -3.76 -3.84
H 0.38 -6.31 -0.44
H -0.95 -5.76 -1.45
H -0.97 -5.45 0.29
H 1.02 -4.22 -1.71
H 1.07 -3.96 0.02
H -3.24 -2.23 0.05
H -2.51 -3.71 0.60
H -3.82 -3.39 -2.17
H -4.60 -4.12 -0.78
H -3.19 -4.89 -1.50
H -0.39 -1.75 -3.57
H -2.10 -1.88 -3.30
H -0.19 -4.26 -3.72
H -1.31 -3.65 -4.92
H -1.92 -4.42 -3.46

Number 1: electronic energy -106615.7285 eV. Number 2: electronic energy -70804.0911 eV. Number 3: electronic energy -70707.4734 eV.